{"formula": "C5H7BrO", "method": "wB97M-V/def2-TZVPD", "symbols": ["C", "C", "C", "C", "C", "O", "Br", "H", "H", "H", "H", "H", "H", "H"], "xyz": [[-0.0165, -1.2231, -0.0588], [-0.3008, 1.9450, 0.4324], [-0.9249, 3.0538, -0.1351], [0.5545, -0.0171, 0.2278], [0.6715, -2.5886, -0.0886], [-1.4091, -1.3708, -0.3671], [2.3604, 0.2927, 0.5763], [0.0503, 2.0571, 1.4762], [-1.7319, -0.4732, -0.7533], [-1.3423, 2.9921, -1.2028], [-0.5602, 4.0486, 0.2054], [0.1553, -3.1924, 0.6858], [1.8314, -2.6455, 0.1022], [0.6623, -2.8788, -1.1004]], "e_above_lowest_kj_mol": 427.7, "spin_multiplicity": 1, "energy_ha": -2843.77587, "homo_lumo_gap_ev": 9.13, "largest_force_ha_per_bohr": 0.080, "homo_ha": -0.324}